Entry 1:
Here is a 2-piece molecular cluster, C3H11N2 overall from OMol25. Energies are from the ωB97M-V functional and the def2-TZVPD basis.

Geometry (Å):
C -0.352 -0.013 -2.291
C -1.458 -0.909 -2.791
H 0.097 -0.271 -1.328
H -0.593 1.053 -2.215
H 0.501 -0.046 -2.981
H -2.243 -0.977 -2.025
H -1.957 -0.561 -3.689
H -1.113 -1.938 -2.884
N -0.106 1.104 1.385
C 1.001 0.468 1.602
N 1.105 -0.575 2.403
H -1.003 1.120 1.873
H -0.189 1.874 0.735
H 1.880 0.794 1.065
H 2.057 -0.779 2.691
H 0.387 -0.799 3.079

Computed properties:
Multiplicity   1
DFT total energy   -6262.985 eV
LUMO   -0.152 Ha
HOMO energy   -14.45 eV
Total charge   +1
Relative energy (zero: lowest compared OMol25 entry of this formula, charge and spin)   57.5 kJ/mol

***

Entry 2:
Here is a 5-piece molecular cluster, C2H13O4S overall from OMol25. Energies are from the ωB97M-V functional and the def2-TZVPD basis.

Geometry (Å):
C 0.280 0.416 -2.802
C -0.381 0.076 -1.436
S 0.430 -1.149 -0.431
H 0.803 -0.489 -3.149
H 1.122 1.151 -2.800
H -0.440 0.632 -3.609
H -1.289 -0.394 -1.863
H -0.565 1.009 -0.927
H 2.616 0.673 -0.575
H 2.699 1.349 0.659
O 3.317 1.080 -0.031
H -1.749 2.584 3.690
H -0.410 1.902 3.729
O -1.098 2.270 4.315
H -1.605 -2.195 -1.130
H -1.392 -3.455 -1.804
O -2.146 -2.932 -1.486
H -1.451 0.665 1.365
H 0.012 0.986 1.203
O -0.690 0.973 1.864

Computed properties:
Multiplicity   1
DFT total energy   -21311.474 eV
LUMO   0.127 Ha
HOMO energy   -3.58 eV
Total charge   -1
Relative energy (zero: lowest compared OMol25 entry of this formula, charge and spin)   103.8 kJ/mol

***

Entry 3:
Here is C29H32N2O2PV as an isolated structure from OMol25. Energies are from the ωB97M-V functional and the def2-TZVPD basis.

Geometry (Å):
V 1.591 0.418 -0.497
O 3.191 1.166 -1.760
C 3.984 2.282 -1.369
C 3.227 2.962 -0.217
C 3.918 3.857 0.567
C 3.265 4.370 1.679
C 1.965 3.904 2.020
C 1.355 2.987 1.133
N 1.973 2.527 0.049
H 3.521 0.701 -2.549
H 4.211 2.941 -2.190
H 4.960 1.939 -1.079
H 4.944 4.138 0.320
H 3.825 5.033 2.327
H 1.512 4.215 2.948
H 0.377 2.593 1.308
C -1.257 0.364 2.660
C -2.436 0.665 1.761
C -3.640 1.065 2.389
C -4.833 1.067 1.669
C -4.880 0.731 0.320
C -3.672 0.467 -0.293
C -2.434 0.418 0.391
P -0.890 -0.117 -0.441
C -1.100 0.034 -2.264
C -0.368 1.038 -2.855
C -0.356 1.258 -4.213
C -1.141 0.469 -5.056
C -1.963 -0.556 -4.467
C -1.932 -0.756 -3.079
C -2.657 -1.895 -2.497
C -0.686 -1.933 -0.099
C -1.647 -2.656 0.603
C -1.415 -4.002 0.944
C -0.258 -4.606 0.471
C 0.615 -3.928 -0.351
C 0.488 -2.526 -0.581
C 1.499 -1.666 -1.264
H -1.126 1.134 3.413
H -0.324 0.421 2.111
H -1.336 -0.613 3.118
H -3.660 1.182 3.473
H -5.778 1.395 2.164
H -5.833 0.810 -0.201
H -3.677 0.319 -1.374
H 0.185 1.767 -2.254
H 0.250 2.030 -4.666
H -1.079 0.477 -6.131
H -2.607 -1.151 -5.095
H -3.292 -2.397 -3.230
H -3.320 -1.634 -1.680
H -1.967 -2.662 -2.128
H -2.541 -2.179 1.064
H -2.122 -4.512 1.500
H 0.052 -5.619 0.690
H 1.510 -4.450 -0.714
H 1.199 -1.594 -2.366
H 2.457 -2.265 -1.278
C 2.371 -0.371 3.851
C 2.135 -0.856 2.455
N 2.082 -2.187 2.295
O 1.960 -0.034 1.555
H 3.147 -0.892 4.374
H 1.440 -0.382 4.453
H 2.689 0.659 3.775
H 2.438 -2.767 3.034
H 1.892 -2.599 1.351

Computed properties:
Multiplicity   4
DFT total energy   -72639.402 eV
LUMO (spin up / spin down)   -0.089 / -0.091 Ha
HOMO energy (spin up / spin down)   -10.25 / -10.23 eV
Total charge   +1
Relative energy (zero: lowest compared OMol25 entry of this formula, charge and spin)   55.4 kJ/mol

***

Entry 4:
Here is C28H56AsF6HgO14S7 as an isolated structure from OMol25. Energies are from the ωB97M-V functional and the def2-TZVPD basis.

Geometry (Å):
Hg 30.872 1.555 -8.124
As 28.467 7.845 -10.740
F 27.225 7.870 -9.448
F 28.910 6.220 -10.071
F 29.734 7.672 -12.009
F 28.058 9.526 -11.460
F 29.625 8.607 -9.675
F 27.290 7.036 -11.873
C 34.715 9.997 -16.830
C 36.080 10.708 -17.126
C 36.337 11.109 -18.537
S 34.916 10.353 -19.556
O 35.160 8.997 -19.971
O 34.318 11.356 -20.490
C 33.804 10.263 -18.060
H 34.288 10.306 -15.876
H 34.884 8.920 -16.855
H 36.766 10.124 -16.511
H 35.956 11.683 -16.654
H 37.311 10.793 -18.913
H 36.332 12.198 -18.597
H 33.023 9.540 -18.293
H 33.317 11.235 -17.982
C 21.159 12.583 -11.849
C 19.750 12.809 -12.415
C 18.767 12.992 -11.240
S 19.228 11.601 -10.112
O 18.675 10.312 -10.568
O 19.185 11.980 -8.757
C 21.002 11.707 -10.641
H 21.618 13.571 -11.809
H 21.711 12.028 -12.608
H 19.302 12.038 -13.043
H 19.695 13.688 -13.058
H 17.706 12.949 -11.487
H 18.973 13.857 -10.610
H 21.390 10.695 -10.536
H 21.461 12.304 -9.853
C 22.512 2.756 -10.513
C 22.039 1.331 -10.739
C 23.219 0.499 -10.174
S 23.931 1.343 -8.752
O 25.351 1.528 -9.117
O 23.397 0.672 -7.530
C 22.976 2.868 -9.106
H 21.705 3.454 -10.738
H 23.323 2.928 -11.220
H 21.881 1.243 -11.814
H 21.110 1.159 -10.194
H 24.084 0.551 -10.836
H 23.071 -0.556 -9.946
H 23.668 3.656 -8.810
H 22.148 2.940 -8.400
C 37.071 6.753 -9.616
C 37.938 6.320 -8.420
C 37.089 5.587 -7.379
S 35.356 6.063 -7.806
O 34.626 6.592 -6.633
O 34.643 5.074 -8.591
C 35.763 7.395 -9.074
H 36.894 5.857 -10.211
H 37.593 7.450 -10.271
H 38.494 7.141 -7.967
H 38.798 5.723 -8.724
H 37.222 5.808 -6.320
H 37.052 4.517 -7.583
H 36.019 8.311 -8.542
H 34.977 7.469 -9.825
C 25.356 5.955 -3.302
C 26.373 7.156 -3.054
C 27.858 6.652 -3.425
S 27.821 4.787 -3.060
O 28.633 4.424 -1.795
O 28.233 4.217 -4.389
C 26.023 4.621 -2.740
H 25.143 5.879 -4.368
H 24.357 6.037 -2.874
H 26.383 7.351 -1.982
H 26.029 8.120 -3.429
H 28.588 7.285 -2.921
H 27.841 6.593 -4.513
H 25.962 4.684 -1.654
H 25.758 3.654 -3.169
C 25.604 15.786 -19.831
C 26.717 15.275 -18.879
C 26.123 14.369 -17.927
S 24.983 13.314 -18.960
O 23.584 13.214 -18.455
O 25.716 12.084 -19.397
C 24.877 14.563 -20.352
H 26.047 16.311 -20.677
H 24.844 16.425 -19.382
H 27.378 16.012 -18.424
H 27.189 14.646 -19.634
H 25.503 14.963 -17.255
H 26.832 13.789 -17.335
H 23.868 14.569 -20.766
H 25.443 14.075 -21.146
C 29.843 3.433 -16.816
C 28.561 2.529 -17.047
C 28.154 1.840 -15.713
S 29.809 1.407 -15.066
O 30.018 -0.064 -15.223
O 29.840 1.952 -13.659
C 30.868 2.493 -16.130
H 29.595 4.268 -16.160
H 30.133 3.894 -17.760
H 28.749 1.789 -17.826
H 27.606 2.930 -17.386
H 27.434 1.022 -15.676
H 27.786 2.579 -15.002
H 31.202 1.920 -16.995
H 31.788 2.880 -15.692

Computed properties:
Multiplicity   1
DFT total energy   -215753.676 eV
LUMO   -0.381 Ha
HOMO energy   -11.30 eV
Total charge   +1

***

Entry 5:
Here is a 2-piece molecular cluster, C3H8O2S overall from OMol25. Energies are from the ωB97M-V functional and the def2-TZVPD basis.

Geometry (Å):
O -0.459 2.529 0.705
C -1.347 2.536 -0.090
O -1.082 2.259 -1.383
H -2.397 2.787 0.080
H -1.633 2.766 -2.143
C -0.032 -2.569 0.041
S 1.611 -1.889 -0.364
C 1.646 -0.294 0.504
H -0.800 -1.807 0.153
H 0.091 -2.919 1.090
H -0.315 -3.443 -0.538
H 0.543 0.083 0.308
H 1.754 -0.292 1.602
H 2.420 0.253 0.034

Computed properties:
Multiplicity   1
DFT total energy   -18169.793 eV
LUMO   0.012 Ha
HOMO energy   -8.09 eV
Total charge   0
Relative energy (zero: lowest compared OMol25 entry of this formula, charge and spin)   140.1 kJ/mol
Structure (SMILES)   O=CO.CSC

***

Entry 6:
Here is an isolated ion of composition C4H10N2 and charge +2 from OMol25. Energies are from the ωB97M-V functional and the def2-TZVPD basis.

Geometry (Å):
C -1.580 -1.260 0.107
N -1.079 -0.011 -0.467
C -1.613 1.200 0.156
C 0.577 0.013 -0.305
C 1.757 0.032 -0.123
N 3.134 0.055 0.065
H -1.359 -1.313 1.173
H -2.664 -1.292 -0.017
H -1.160 -2.130 -0.394
H -1.204 0.001 -1.491
H -1.342 1.240 1.212
H -1.259 2.099 -0.347
H -2.705 1.181 0.086
H 3.363 0.071 1.079
H 3.554 0.897 -0.377
H 3.579 -0.784 -0.357

Computed properties:
Multiplicity   1
DFT total energy   -7268.755 eV
LUMO   -0.295 Ha
HOMO energy   -20.99 eV
Total charge   +2
Relative energy (zero: lowest compared OMol25 entry of this formula, charge and spin)   199.3 kJ/mol
Structure (SMILES)   C[NH+](C)C#C[NH3+]

***

Entry 7:
Here is C32H60F5IrN6O4PS as an isolated structure from OMol25. Energies are from the ωB97M-V functional and the def2-TZVPD basis.

Geometry (Å):
Ir 0.780 -1.593 -0.240
N 2.846 -1.306 -0.366
C 3.161 0.104 -0.679
C 4.587 0.256 -1.225
C 4.943 -0.534 -2.509
C 5.180 0.305 -3.769
N 3.966 0.895 -4.320
C 3.115 0.320 -5.163
N 3.490 -0.701 -5.938
N 1.869 0.786 -5.228
C 2.070 0.573 -1.640
O 2.142 1.673 -2.158
O 1.131 -0.290 -1.886
H 3.325 -1.631 0.474
H 3.145 -1.905 -1.135
H 3.075 0.679 0.246
H 5.259 -0.054 -0.423
H 4.762 1.324 -1.371
H 4.191 -1.299 -2.738
H 5.873 -1.078 -2.335
H 5.682 -0.297 -4.525
H 5.851 1.134 -3.544
H 3.565 1.637 -3.758
H 4.462 -0.926 -6.052
H 2.854 -1.083 -6.618
H 1.523 1.375 -4.482
H 1.208 0.417 -5.889
O -0.376 0.271 0.277
P -1.306 1.153 1.120
C -2.989 0.478 1.375
C -3.080 -0.758 2.295
C -2.833 -2.064 1.541
C -3.818 -2.278 0.373
C -4.613 -1.012 0.079
C -3.692 0.203 0.022
C -1.489 2.864 0.471
C -2.816 3.290 -0.194
C -2.922 3.014 -1.694
C -1.708 3.542 -2.445
C -0.435 2.955 -1.855
C -0.289 3.320 -0.380
C -0.578 1.298 2.785
C -1.472 1.879 3.905
C -1.389 3.393 4.101
C 0.056 3.863 4.209
C 0.857 3.446 2.980
C 0.831 1.931 2.780
H -3.502 1.308 1.873
H -4.091 -0.783 2.706
H -2.415 -0.671 3.156
H -2.919 -2.897 2.242
H -1.811 -2.060 1.151
H -4.492 -3.108 0.584
H -3.251 -2.556 -0.518
H -5.382 -0.853 0.839
H -5.144 -1.109 -0.870
H -4.273 1.073 -0.273
H -2.935 0.040 -0.744
H -1.440 3.406 1.418
H -2.885 4.374 -0.056
H -3.671 2.875 0.338
H -3.832 3.487 -2.066
H -3.016 1.944 -1.892
H -1.675 4.635 -2.378
H -1.790 3.293 -3.505
H 0.442 3.319 -2.390
H -0.447 1.864 -1.950
H -0.240 4.411 -0.300
H 0.652 2.933 0.017
H -0.451 0.233 3.001
H -1.147 1.410 4.841
H -2.512 1.579 3.767
H -1.939 3.653 5.007
H -1.889 3.923 3.287
H 0.513 3.429 5.105
H 0.091 4.946 4.333
H 1.896 3.765 3.084
H 0.467 3.961 2.098
H 1.396 1.475 3.602
H 1.354 1.654 1.862
S 1.578 -1.414 2.047
C 0.791 -2.104 3.395
N -0.234 -2.938 3.411
C -0.530 -3.419 4.768
C 0.369 -2.517 5.641
N 1.188 -1.831 4.633
H -0.539 -3.409 2.575
H -0.273 -4.473 4.859
H -1.585 -3.292 4.996
H 0.993 -3.086 6.325
H -0.210 -1.792 6.212
H 1.950 -1.207 4.840
F 2.079 -3.771 -1.565
C 1.498 -3.522 -0.344
F 2.494 -3.745 0.568
C 0.476 -4.674 -0.104
F -0.338 -4.878 -1.123
F -0.262 -4.391 0.995
F 1.131 -5.806 0.129
C 0.035 -2.757 -3.517
C -1.122 -2.325 -2.630
C -1.753 -1.031 -3.107
O -0.711 -2.284 -1.251
H -0.330 -2.825 -4.543
H 0.411 -3.736 -3.226
H 0.847 -2.030 -3.472
H -1.869 -3.124 -2.651
H -1.046 -0.205 -3.011
H -2.647 -0.800 -2.537
H -2.047 -1.133 -4.154

Computed properties:
Multiplicity   2
DFT total energy   -87829.490 eV
LUMO (spin up / spin down)   -0.223 / -0.242 Ha
HOMO energy (spin up / spin down)   -13.88 / -13.85 eV
Total charge   +2
Relative energy (zero: lowest compared OMol25 entry of this formula, charge and spin)   57.9 kJ/mol

***

Entry 8:
Here is C5H10O in the gas phase from OMol25. Energies are from the ωB97M-V functional and the def2-TZVPD basis.

Geometry (Å):
C -1.549 1.027 0.063
C -1.364 -0.465 0.324
C 0.085 -0.824 0.642
C 1.026 -0.662 -0.536
C 2.080 0.359 -0.537
O 2.368 -0.993 -0.237
H -0.943 1.366 -0.786
H -1.244 1.608 0.942
H -2.594 1.268 -0.153
H -1.691 -1.047 -0.549
H -2.009 -0.772 1.156
H 0.134 -1.840 1.063
H 0.481 -0.167 1.430
H 0.704 -0.634 -1.566
H 2.533 0.660 -1.486
H 1.984 1.116 0.230

Computed properties:
Multiplicity   1
DFT total energy   -7392.990 eV
LUMO   0.042 Ha
HOMO energy   -10.15 eV
Total charge   0
Relative energy (zero: lowest compared OMol25 entry of this formula, charge and spin)   171.3 kJ/mol
Structure (SMILES)   CCC[C@H]1CO1

***

Entry 9:
Here is an isolated ion of composition C5H13N4S and charge +1 from OMol25. Energies are from the ωB97M-V functional and the def2-TZVPD basis.

Geometry (Å):
C -1.061 0.558 -0.477
C -1.368 -1.773 -0.254
C 2.436 2.233 0.094
C 2.939 -0.741 0.318
C -3.852 -0.097 0.076
N 0.695 -0.846 0.199
N -0.599 -0.598 -0.075
N 1.474 1.267 0.109
N 1.683 0.031 0.210
S -2.623 1.134 -0.426
H -0.354 1.350 -0.572
H -1.702 -1.899 -1.314
H -0.712 -2.528 -0.070
H -2.210 -1.928 0.259
H 2.430 2.824 -0.915
H 2.195 2.924 0.933
H 3.502 1.825 0.250
H 3.023 -1.152 1.400
H 3.797 -0.176 -0.067
H 2.771 -1.711 -0.157
H -4.066 -0.740 -0.752
H -4.734 0.584 0.247
H -3.665 -0.539 0.984

Computed properties:
Multiplicity   1
DFT total energy   -22179.699 eV
LUMO (spin up / spin down)   -0.154 / -0.154 Ha
HOMO energy (spin up / spin down)   -11.96 / -11.96 eV
Total charge   +1
Relative energy (zero: lowest compared OMol25 entry of this formula, charge and spin)   315.2 kJ/mol

***

Entry 10:
Here is C35H33IIrNO2P2S4Sb as an isolated structure from OMol25. Energies are from the ωB97M-V functional and the def2-TZVPD basis.

Geometry (Å):
Ir 2.830 -1.250 0.247
S 3.898 -5.243 1.536
Sb 5.253 -3.371 1.064
S 4.164 -2.699 -1.002
S 3.929 -1.692 2.227
C -2.462 -1.145 4.571
S -3.620 -1.886 3.401
C -3.851 -0.522 2.220
C -2.964 -0.604 0.983
C -1.487 -0.568 1.349
N -0.615 -0.406 0.164
P 0.018 1.182 -0.228
C -1.493 2.199 -0.071
C -1.950 2.752 1.123
C -3.131 3.477 1.155
C -3.867 3.661 -0.009
C -3.408 3.135 -1.208
C -2.223 2.417 -1.239
C 0.939 1.695 1.266
C 1.437 2.998 1.258
C 2.291 3.438 2.255
C 2.670 2.577 3.278
C 2.180 1.283 3.301
C 1.318 0.844 2.303
P 0.496 -1.634 -0.249
C -0.210 -3.158 0.414
C 0.491 -3.886 1.366
C -0.032 -5.076 1.854
C -1.257 -5.530 1.393
C -1.962 -4.804 0.437
C -1.438 -3.625 -0.058
C 0.344 -1.855 -2.047
C 1.010 -2.942 -2.612
C 0.964 -3.152 -3.979
C 0.255 -2.278 -4.794
C -0.418 -1.203 -4.234
C -0.376 -0.991 -2.863
H -2.286 -1.885 5.351
H -2.889 -0.253 5.027
H -1.508 -0.901 4.106
H -3.687 0.418 2.752
H -4.900 -0.546 1.928
H -3.201 0.227 0.316
H -3.184 -1.527 0.442
H -1.239 -1.495 1.870
H -1.299 0.249 2.049
H -1.376 2.620 2.033
H -3.478 3.902 2.088
H -4.788 4.228 0.018
H -3.966 3.295 -2.121
H -1.854 2.028 -2.181
H 1.162 3.673 0.454
H 2.678 4.448 2.224
H 3.352 2.914 4.047
H 2.474 0.601 4.089
H 0.946 -0.172 2.351
H 1.442 -3.517 1.736
H 0.520 -5.642 2.592
H -1.668 -6.455 1.775
H -2.914 -5.167 0.075
H -1.968 -3.071 -0.824
H 1.570 -3.625 -1.984
H 1.485 -3.997 -4.409
H 0.227 -2.438 -5.864
H -0.981 -0.525 -4.863
H -0.909 -0.155 -2.433
I 0.320 5.067 -5.119
C 1.509 3.922 -3.838
C 1.530 2.541 -3.982
C 2.271 1.780 -3.093
C 3.010 2.394 -2.088
C 3.014 3.777 -1.984
C 2.252 4.549 -2.850
C 3.729 1.571 -1.049
O 4.734 1.942 -0.487
O 3.083 0.456 -0.829
H 0.962 2.063 -4.768
H 2.254 0.701 -3.161
H 3.616 4.244 -1.215
H 2.235 5.626 -2.753

Computed properties:
Multiplicity   6
DFT total energy   -121811.965 eV
LUMO (spin up / spin down)   0.007 / -0.097 Ha
HOMO energy (spin up / spin down)   -7.55 / -8.40 eV
Total charge   0